Entry 1:
This record from OMol25 describes C23H41GdIP2 as an isolated structure in a non-equilibrium geometry. The level of theory is ωB97M-V with the def2-TZVPD basis set.

```
68
Properties=species:S:1:pos:R:3:mulliken_spin:R:1
H 5.20 -1.53 4.08 -0.0043
H 4.70 -0.40 -1.25 -0.0052
H -2.06 -2.14 0.18 -0.0014
H 2.03 -0.13 -2.94 0.0009
H -4.47 -1.39 -4.01 0.0000
H -5.51 -0.52 -1.31 0.0000
H 1.59 1.99 3.13 -0.0136
C -3.85 1.25 -2.95 0.0000
H 2.88 2.57 -0.35 -0.0011
H 1.60 2.30 0.83 0.0007
C -3.48 -1.53 -3.55 0.0001
H -3.39 -2.55 -3.15 0.0000
C 4.35 0.59 0.63 -0.0763
C -0.69 1.43 -1.38 0.0048
H 0.56 1.89 -3.07 -0.0003
H -1.50 0.97 -1.98 -0.0002
H -5.25 -1.93 1.70 0.0000
H 3.72 -0.68 4.76 0.0137
H -1.45 -0.22 1.62 0.0127
H 5.35 1.25 -1.19 -0.0032
H -0.92 2.51 -1.36 -0.0001
H -6.11 1.30 -0.09 0.0000
C 0.65 1.29 -2.14 0.0023
H -5.58 -0.45 2.64 0.0000
C 4.53 0.61 -0.84 0.0471
C -1.09 -1.63 -0.01 0.0017
H -1.04 -2.71 -1.84 0.0000
C 4.21 -1.11 3.89 0.0775
H -4.43 -1.91 -0.80 0.0000
C 5.45 -1.65 1.09 -0.0734
C 1.07 -0.13 -2.42 -0.0008
H 3.60 0.97 -1.31 -0.0031
C -1.15 -0.23 0.55 0.0168
H 1.96 0.63 4.20 0.0086
C 4.91 -0.35 1.56 -0.0243
C -5.53 -0.87 1.63 0.0000
C -0.80 -1.68 -1.52 -0.0040
C 2.41 1.47 3.65 -0.0159
H -3.10 1.61 -3.67 0.0000
H -5.29 2.07 1.33 0.0000
H -6.48 -0.76 1.09 0.0000
H 2.88 3.52 1.15 0.0009
C 2.67 2.53 0.72 -0.0290
C 3.50 1.47 1.35 -0.0205
H 5.82 -1.51 0.06 -0.0109
H -2.68 -1.39 -4.29 0.0000
H -3.96 2.04 -2.19 0.0000
H -0.45 1.75 0.74 -0.0024
H -1.54 -0.97 -1.99 0.0002
H 6.26 -1.97 1.73 -0.0039
H 1.44 1.81 -1.56 -0.0006
H -4.81 1.05 -3.46 0.0000
Gd 2.57 -1.02 2.00 7.5902
C 4.41 -0.05 2.87 -0.1733
P -4.16 0.01 0.74 0.0006
H 1.18 -2.21 -2.22 0.0003
H -4.57 2.23 -0.27 0.0000
C -5.14 1.55 0.38 0.0000
H 4.68 -2.47 1.08 -0.0027
H 2.80 2.17 4.39 -0.0059
C 0.55 -1.32 -2.06 0.0034
H 3.61 -2.05 3.59 -0.0214
C -4.49 -0.81 -0.93 -0.0002
I 2.70 -4.00 1.66 -0.2719
P -3.27 -0.31 -2.21 0.0002
C -0.72 0.95 0.03 -0.0153
H -0.39 -2.30 0.54 -0.0066
C 3.51 1.10 2.73 0.0091
```

Summary:
Orbital gap (spin up / spin down): 3.50 / 6.27 eV
Multiplicity: 8
Net charge: +1
Energy relative to the best compared isomer or geometry (same formula, charge and spin): 0.0000 eV
HOMO energy (spin up / spin down): -9.443 / -9.443 eV

***

Entry 2:
This record from OMol25 describes a 28-piece molecular cluster, C11H78NO27 overall in a non-equilibrium geometry. The level of theory is ωB97M-V with the def2-TZVPD basis set.

```
117
Properties=species:S:1:pos:R:3:mulliken_charge:R:1
H 2.96 2.37 0.82 0.2555
H 5.82 1.68 -0.30 0.2808
H 0.01 -5.56 -1.49 0.3247
H -0.65 -3.95 0.54 -0.2870
H -1.32 5.43 1.01 0.3017
O 2.96 4.33 -3.02 -0.6947
H 2.07 4.53 -3.13 0.3348
H 5.75 0.17 -2.14 0.3524
O 5.46 -0.61 -2.68 -0.6891
O -0.56 -2.32 -4.22 -0.6694
O 4.25 -0.46 3.69 -0.6160
H -1.57 4.20 3.23 0.2226
H -0.44 -3.24 -4.63 0.2899
H -0.47 4.02 -2.93 0.3305
C 0.70 -1.62 1.42 -0.1770
H 2.07 -5.48 3.73 0.2127
H 1.48 0.96 -0.37 -0.0308
O -5.49 0.08 1.54 -0.6626
H -5.79 -0.78 1.91 0.3149
H 0.00 -0.50 -1.94 0.2985
H 5.32 -0.30 -3.59 0.3020
H 1.29 0.04 5.33 0.3563
H 3.17 1.36 -1.75 -0.1521
C 1.86 0.13 -0.83 0.2336
H -6.42 2.24 -2.70 0.3156
H 5.94 2.63 -1.40 0.2956
H -0.72 0.26 4.37 0.3893
H -1.47 0.14 1.63 1.2945
C -0.87 0.27 0.80 -2.2634
H 1.08 -1.74 -1.23 0.8438
O 0.24 4.57 -2.27 -0.7518
O 1.91 -2.68 5.00 -0.6360
H 1.29 3.83 -1.01 0.2635
C 2.35 0.67 -2.12 -1.3686
H 1.19 -3.24 5.40 0.3273
H -5.77 -0.29 -0.29 0.3916
H 1.00 -6.16 2.85 0.2459
H -0.83 -2.20 3.09 0.2658
H -0.05 0.76 1.34 0.4490
H -2.64 3.83 -1.00 0.4133
C -1.33 -3.10 1.10 0.0212
O 3.29 2.21 -4.90 -0.6735
H -1.98 0.54 -0.90 0.7966
H 1.57 4.24 0.40 0.2155
H 3.73 -3.10 -2.24 0.2981
O 1.75 3.58 -0.28 -0.4160
O -1.03 5.87 0.21 -0.4245
H -3.33 1.56 0.77 0.3178
H -2.22 -3.42 1.56 0.7925
H 2.87 -4.45 1.89 0.3039
H -3.19 -2.97 5.24 0.3086
H -2.31 -1.52 0.13 0.0582
C -1.68 1.20 -0.27 -0.2892
H 3.98 -4.17 0.77 0.2840
H -0.95 6.70 0.68 0.2615
C -3.23 3.20 -0.62 -1.5105
O 1.37 0.50 -5.22 -0.6125
H 1.55 1.21 -2.58 0.4591
O -6.26 1.97 -3.68 -0.6239
H -3.45 -5.71 1.20 0.3115
H -4.89 0.25 -1.31 0.2327
H -1.32 -2.43 -0.96 0.5078
O 3.83 -2.53 -1.50 -0.5068
H 4.11 2.61 1.72 0.2868
H 2.42 -5.69 -0.44 0.3050
O -1.75 4.92 2.71 -0.5701
O -3.71 -5.45 2.13 -0.5879
H 4.15 -1.69 -1.81 0.2091
H 2.10 1.15 -4.90 0.3545
H -3.82 8.02 -0.84 0.3120
H -2.31 5.59 2.99 0.2620
H -4.03 3.77 -0.31 0.5746
O 1.03 -0.29 4.53 -0.6524
H -2.02 -0.82 -4.03 0.2606
O -1.65 0.57 4.35 -0.5846
H 0.54 0.88 -5.28 0.2556
H 0.36 -1.89 -4.01 0.3141
H 2.38 -2.26 5.62 0.2831
O 1.72 -5.62 2.90 -0.6262
O -3.79 7.22 -1.34 -0.5942
H -3.90 2.58 -1.37 0.0148
H 1.08 -0.82 2.06 0.1749
O -0.42 -5.46 -2.37 -0.6157
H 3.32 2.81 -4.18 0.4103
N -0.22 -1.05 0.24 0.9500
H -5.56 0.55 2.49 0.2969
H -3.07 -5.88 2.51 0.2866
H -0.14 5.37 -1.86 0.2146
H -3.38 6.67 -0.61 0.2847
H 3.18 4.11 -2.04 0.3071
C -0.38 -2.61 2.17 -1.2631
H 4.98 -0.73 3.25 0.2653
H -1.31 -4.95 -2.18 0.3213
O -2.93 -0.68 -3.49 -0.5509
H -3.25 -0.02 -4.06 0.3112
H -2.01 2.65 1.26 0.0702
H 0.18 -3.35 2.61 0.7453
H 2.73 -0.15 -0.32 0.7385
H 1.68 -1.98 0.87 0.2590
H 3.44 -0.71 3.21 0.3375
O -2.77 -3.59 4.64 -0.6326
H -3.37 -3.85 3.86 0.3051
O 3.24 2.01 1.69 -0.5229
O 5.67 1.72 -1.22 -0.6395
H 3.20 2.80 -5.69 0.3183
O 1.66 -6.11 0.04 -0.5551
C -2.58 2.19 0.42 0.1425
O 3.43 -3.79 1.50 -0.5714
O -5.41 -0.49 -1.24 -0.6249
H -7.10 1.54 -3.96 0.3175
H -0.74 1.78 -1.01 -0.3960
H 1.23 -1.19 4.82 0.1976
H -1.48 1.54 4.60 0.3096
H 2.62 -0.14 -2.72 0.8063
H 1.46 -5.90 0.86 0.2703
C 0.61 -0.79 -1.03 -1.3229
C -1.30 -2.03 0.06 -0.7819
```

Summary:
Orbital gap: 10.06 eV
Net charge: +1
Energy relative to the best compared isomer or geometry (same formula, charge and spin): 0.2908 eV
HOMO energy: -12.389 eV

***

Entry 3:
This record from OMol25 describes a 7-piece molecular cluster, C18H41F5N12O10 overall in a non-equilibrium geometry. The level of theory is ωB97M-V with the def2-TZVPD basis set.

```
86
Properties=species:S:1:pos:R:3:mulliken_charge:R:1
C -4.57 1.72 5.01 0.6318
N -3.78 4.45 -2.70 -0.2530
C 2.81 -2.67 0.16 0.4716
O 3.23 -3.05 -1.06 -0.5372
H 3.53 -1.56 3.97 0.2845
H -2.28 7.45 -6.94 0.1579
C -5.08 -6.14 -4.11 0.7124
H 4.52 0.70 1.73 0.2371
H 9.14 -3.49 4.42 0.2377
H -3.54 -4.99 -3.47 0.0892
H -4.81 -0.17 5.68 0.1933
N -2.37 -2.31 -3.13 -0.2958
H 8.10 -0.19 0.29 0.3412
F 1.27 0.17 4.05 -0.2945
H -1.42 0.40 -0.51 0.0656
O -6.01 4.63 -2.50 -0.6895
H 8.04 0.79 2.89 0.2998
H 9.29 -2.10 0.97 0.2697
C 4.40 0.23 2.82 -0.4022
H -5.73 -7.65 -2.84 0.1615
H 7.34 -3.20 3.72 0.2282
F -1.40 0.51 2.47 -0.2722
H -5.37 6.63 -5.50 0.2398
C -4.98 4.01 -2.30 0.6507
H 0.70 -3.20 1.93 0.3312
O -3.80 8.04 -4.22 -0.6389
C 8.36 -1.98 1.71 -0.3555
N -2.46 7.81 -6.02 -0.4117
H -4.00 -6.21 -2.33 0.1695
H -1.76 8.39 -5.57 0.2173
O -5.65 2.13 5.39 -0.6575
H 1.92 -3.14 3.38 0.3309
O 2.46 -1.28 0.61 -0.3840
F 1.18 1.13 1.86 -0.3153
C 8.35 -2.67 4.05 -0.5767
N -4.96 2.82 -1.66 -0.3000
F -0.72 -1.27 0.99 -0.1913
N -4.61 -2.44 -3.42 -0.3697
H -3.28 0.09 4.88 0.1479
C 7.10 0.42 2.27 -0.7451
H 6.09 0.55 4.39 0.3572
N -4.14 -5.77 -3.22 -0.3231
H 4.41 -2.01 2.36 0.4160
H 6.66 1.35 1.67 0.3523
C 2.18 -1.26 2.08 0.5985
H -2.22 -3.07 -3.77 0.1983
H 0.31 1.84 0.00 0.1573
N -3.69 2.49 4.36 -0.3383
H 3.82 0.99 3.54 0.2287
N -1.53 0.88 -1.39 -0.0483
O -0.91 2.47 -2.86 -0.7148
O -5.22 -5.58 -5.18 -0.6538
H -2.24 0.57 -2.03 0.0551
H -3.95 3.46 4.20 0.2022
C -0.76 1.92 -1.78 0.6402
H -5.84 2.45 -1.34 0.1807
C 7.46 -0.72 1.14 -0.2999
H -4.12 2.30 -1.48 0.1354
H -4.50 -3.20 -4.07 0.0795
H -2.79 2.17 4.03 0.1576
H 8.04 -2.00 4.99 0.2147
C -3.60 7.59 -5.34 0.6934
H 6.03 -1.17 3.64 0.0736
N -4.17 0.45 5.19 -0.3250
N -4.50 6.82 -5.98 -0.3943
C 3.64 -1.23 2.83 -0.9603
O 8.91 -1.75 3.05 -0.3537
H -5.54 -2.10 -3.21 0.2093
N 0.17 2.29 -0.89 -0.2999
C 1.04 -0.17 2.61 0.8529
H -4.35 6.44 -6.90 0.1581
O 2.68 -3.64 1.29 -0.3132
H -3.75 5.34 -3.18 0.1085
H 6.50 -1.14 0.59 0.0919
F -0.85 -1.61 3.46 -0.2620
H 7.73 -2.96 1.59 0.2385
C 5.96 -0.03 3.36 -0.2874
C -0.49 -0.68 2.33 0.5038
O -3.73 -0.89 -2.03 -0.7039
H -6.56 -7.49 -4.36 0.2299
H 0.77 3.06 -1.15 0.1936
H -2.92 3.96 -2.54 0.1388
C 1.79 -2.88 2.22 -0.4426
N -5.84 -7.17 -3.72 -0.4007
H -1.57 -1.87 -2.69 0.2041
C -3.58 -1.82 -2.81 0.6728
```

Summary:
Orbital gap: 8.30 eV
SMILES: COCCCCCC[C@]1(C(F)(F)C(F)(F)F)COC(=O)O1.NC(N)=O.NC(N)=O.NC(N)=O.NC(N)=O.NC(N)=O.NC(N)=O
HOMO energy: -8.961 eV

***

Entry 4:
This record from OMol25 describes a single C15H19N5O molecule in a non-equilibrium geometry. The level of theory is ωB97M-V with the def2-TZVPD basis set.

```
40
Properties=species:S:1:pos:R:3:mulliken_charge:R:1
C 0.09 2.86 -0.72 -1.1490
H 2.45 -3.52 0.71 0.3297
N 3.18 2.26 2.91 -0.4092
H 2.10 -1.02 -2.37 0.3849
H 3.63 2.81 2.26 0.2052
H 3.07 -0.62 -1.07 0.3577
O -0.38 3.41 0.52 -0.3934
H 1.47 -1.37 0.44 0.2660
C 1.90 2.35 2.96 0.2848
H 3.70 2.19 3.75 0.2571
C 1.52 0.92 -1.36 -0.8171
C 0.54 -3.22 -2.23 -1.5730
C 0.26 3.00 1.66 0.1940
H -2.52 3.51 2.18 0.2531
H -3.19 3.20 4.63 0.3854
N 1.36 2.69 4.13 -0.7031
C 1.04 -1.39 -0.54 0.9099
H 0.85 3.41 -1.22 0.4281
H 2.02 1.63 -2.08 0.2451
C -0.52 3.22 2.84 0.2940
C -0.72 0.41 -0.15 -0.4850
C -0.43 -1.12 -0.44 -1.2971
H 0.19 -2.47 -2.85 0.4916
C 0.33 1.35 -0.79 1.0950
N 1.46 2.55 1.73 -0.4603
H -0.76 0.65 0.92 0.2300
H -0.70 2.90 -1.47 0.4757
H -0.41 -3.79 -1.95 0.3274
N -1.86 3.44 2.98 -0.0945
C -2.20 3.14 4.25 -0.2037
H -0.96 -1.37 -1.34 0.3957
H 1.30 -3.71 -2.93 0.3481
C 0.03 2.93 4.02 0.8076
H -0.76 -1.77 0.35 0.3404
H -1.78 0.53 -0.44 0.3688
C 1.96 -0.57 -1.37 -0.9701
C 1.93 -3.70 -0.22 -1.2217
C 1.16 -2.82 -0.91 0.4633
H 1.88 -4.71 -0.62 0.3099
N -1.07 2.99 5.01 -0.6712
```

Summary:
Orbital gap: 8.79 eV
SMILES: C=C(C)[C@H]1CC=C(COc2nc(N)nc3nc[nH]c23)CC1
Energy relative to the best compared isomer or geometry (same formula, charge and spin): 3.9198 eV
HOMO energy: -8.203 eV